# 1
The following is a DFT calculation (the ωB97M-V functional and the def2-TZVPD basis) of a molecular structure, C28H33FN8O4SSr in a non-equilibrium geometry.

Calculated values
Largest force on an atom   6.477 eV/A
Molecular weight   684.31 g mol⁻¹
ΔE to the lowest compared entry with this formula, charge and spin   3.660 eV
E   -64068.3700 eV
E_LUMO   -0.81 eV

Each line ends with the Löwdin charge.
CARTESIAN COORDINATES (ANGSTROEM)
Sr: -0.32430 0.45236 0.37188  1.428
C: -3.12910 -0.07982 -1.41826  -0.154
C: -2.19593 0.09330 -2.62330  -0.100
C: -1.38172 -1.15170 -2.88494  -0.276
C: -1.27330 -1.70181 -4.15451  -0.016
C: -0.54848 -2.86798 -4.32730  -0.056
C: 0.04265 -3.46586 -3.22572  -0.081
C: -0.09842 -2.84640 -1.99817  -0.134
N: -0.78903 -1.71544 -1.82335  0.097
N: -2.42119 0.04142 -0.12979  -0.382
C: -2.83935 1.26147 0.61078  -0.135
C: -2.29243 1.47698 2.04040  -0.276
C: -3.19358 1.67623 3.08039  -0.021
C: -2.70693 1.96509 4.34588  -0.043
C: -1.33528 2.05980 4.54935  -0.038
C: -0.50349 1.87650 3.45764  -0.092
N: -0.96946 1.60306 2.23604  -0.049
C: -2.53580 -1.18499 0.70332  -0.121
C: -1.75719 -1.23141 2.04464  -0.291
C: -2.46510 -1.46939 3.21802  -0.022
C: -1.76353 -1.62192 4.40576  -0.039
C: -0.37594 -1.54006 4.39424  -0.044
C: 0.25218 -1.32704 3.18184  -0.112
N: -0.41303 -1.19473 2.03028  -0.047
H: -3.92080 0.66926 -1.46582  0.122
H: -3.61236 -1.05625 -1.47183  0.129
H: -2.79473 0.33553 -3.50142  0.118
H: -1.51076 0.92727 -2.43072  0.106
H: -1.75416 -1.21804 -4.99511  0.114
H: -0.44796 -3.31057 -5.31094  0.110
H: 0.60893 -4.38420 -3.31639  0.109
H: 0.36482 -3.26586 -1.10923  0.117
H: -2.53595 2.13794 0.02368  0.130
H: -3.92832 1.28506 0.69228  0.125
H: -4.25725 1.58520 2.90168  0.120
H: -3.39320 2.10037 5.17314  0.114
H: -0.92101 2.28458 5.52290  0.112
H: 0.57717 1.93599 3.53876  0.132
H: -3.58323 -1.39192 0.94078  0.128
H: -2.16830 -2.02155 0.11039  0.113
H: -3.54646 -1.51148 3.19867  0.121
H: -2.29639 -1.79558 5.33226  0.115
H: 0.20386 -1.64191 5.30265  0.113
H: 1.33340 -1.25662 3.10223  0.127
F: -0.35067 2.05539 -0.86042  -0.707
N: 3.42138 0.67199 0.22806  -0.103
C: 2.25602 0.57697 0.18136  -0.382
C: 8.59067 4.30422 -0.27336  -0.119
C: 7.60275 3.14033 -0.33885  -0.305
S: 6.80738 3.15348 -1.91693  0.626
O: 7.82313 3.01290 -2.93969  -0.313
O: 5.92697 4.30233 -1.96616  -0.319
C: 5.82190 1.69920 -1.89505  -0.233
C: 5.10444 1.58343 -3.24410  -0.132
N: 4.00121 0.63297 -3.13578  0.053
C: 2.70710 0.97461 -2.94080  -0.344
N: 1.92191 -0.09599 -2.90937  0.138
C: 2.72839 -1.16257 -3.10545  -0.049
C: 4.01286 -0.74326 -3.24220  -0.156
N: 5.16908 -1.54831 -3.39238  -0.336
O: 6.26923 -1.01992 -3.29933  0.065
O: 4.99411 -2.73905 -3.59746  0.067
C: 2.25041 2.37872 -2.74427  0.003
H: 9.07877 4.32866 0.70040  0.074
H: 8.07434 5.25173 -0.43034  0.077
H: 9.35005 4.20234 -1.04776  0.075
H: 6.80273 3.22950 0.39800  0.108
H: 8.09606 2.17077 -0.25273  0.105
H: 5.09945 1.78872 -1.07952  0.071
H: 6.48769 0.85050 -1.73457  0.104
H: 5.79369 1.27238 -4.01812  0.125
H: 4.68523 2.54455 -3.52579  0.116
H: 2.38021 -2.18067 -3.12003  0.098
H: 2.10837 2.88226 -3.70680  0.092
H: 2.97264 2.94856 -2.15745  0.083
H: 1.30784 2.35632 -2.20233  0.046

***

# 2
The following is a DFT calculation (the ωB97M-V functional and the def2-TZVPD basis) of a gas-phase ion, C3H3FIO2 (charge -1) in a non-equilibrium geometry.

Calculated values
Largest force on an atom   3.201 eV/A
Molecular weight   216.96 g mol⁻¹
Total charge   -1
ΔE to the lowest compared entry with this formula, charge and spin   0.062 eV
E   -18074.1094 eV
E_LUMO   3.03 eV
Structure (SMILES)   C[C@@](F)(I)C(=O)[O-]

Each line ends with the Löwdin charge.
CARTESIAN COORDINATES (ANGSTROEM)
C: -0.21366 0.08277 0.08755  -0.149
C: -1.43845 -0.73646 0.39841  -0.854
F: -1.44279 -0.76829 1.76860  -0.111
I: -3.12506 0.46559 -0.02505  0.826
C: -1.50820 -2.22532 -0.21728  -0.795
O: -2.46513 -2.46233 -0.92448  -0.072
O: -0.47793 -2.78134 0.10654  -0.011
H: -0.39062 1.08250 0.04164  -0.014
H: 0.64148 -0.10562 0.83344  0.119
H: 0.11167 -0.06672 -0.89854  0.063